Here is 2 unconnected molecules or ions with the total composition CH2F2NO2S in a non-equilibrium geometry from the Open Molecules 2025 dataset. Energies are from the ωB97M-V functional and the def2-TZVPD basis.

Output
- E: -842.47749 Eh
- HOMO-LUMO gap: 7.411 eV
- Relative energy (zero: lowest compared OMol25 entry of this formula, charge and spin): 1.074 eV
- Charge: -1
- HOMO energy: -0.134 Ha

Each line ends with the natural charge from an NBO analysis.
Geometry (Å):
O: -0.321 -0.737 -0.066  -1.110
H: -0.886 1.130 -1.161  -0.170
N: 2.067 -1.669 0.450  -0.719
F: 4.228 -1.771 -0.173  -0.356
F: 2.888 -0.533 -1.409  -0.344
O: -2.559 -0.628 -1.201  -1.034
C: 2.916 -1.399 -0.345  0.904
H: 1.071 -1.327 0.415  0.457
S: -1.610 0.029 -0.286  1.371

Cartesian forces (eV/Å) of the 3 atoms listed first:
O -0.85 -0.25 0.10
H -1.25 -0.99 0.79
N -1.28 -0.89 1.38



Here is CH2F2S in the gas phase in a non-equilibrium geometry from the Open Molecules 2025 dataset. Energies are from the ωB97M-V functional and the def2-TZVPD basis.

Output
- E: -637.15917 Eh
- HOMO-LUMO gap: 9.632 eV
- Relative energy (zero: lowest compared OMol25 entry of this formula, charge and spin): 0.277 eV
- HOMO energy: -0.361 Ha

Each line ends with the natural charge from an NBO analysis.
Geometry (Å):
F: 1.852 -0.746 0.630  -0.482
S: 1.204 -0.239 -0.834  0.547
H: -0.318 0.072 0.981  0.192
C: -0.451 0.135 -0.033  -0.087
H: -1.315 -0.547 -0.465  0.174
F: -0.973 1.325 -0.278  -0.344

Cartesian forces (eV/Å) of the 3 atoms listed first:
F -0.14 0.40 -1.15
S -0.83 -0.06 1.97
H 0.66 -0.83 2.50



Here is 2 unconnected molecules or ions with the total composition CH2F3N3 in a non-equilibrium geometry from the Open Molecules 2025 dataset. Energies are from the ωB97M-V functional and the def2-TZVPD basis.

Output
- E: -502.88730 Eh
- HOMO-LUMO gap: 10.406 eV
- Relative energy (zero: lowest compared OMol25 entry of this formula, charge and spin): 8.381 eV
- HOMO energy: -0.373 Ha

Each line ends with the natural charge from an NBO analysis.
Geometry (Å):
H: -1.472 1.563 -0.463  0.316
C: 2.159 -0.305 -0.049  0.588
F: 0.316 1.845 0.066  -0.226
H: 1.063 -0.491 -1.634  0.416
N: -0.700 1.910 -0.879  0.157
N: 1.458 -0.911 -0.798  -0.664
F: -0.317 1.013 -1.831  -0.240
F: 3.771 0.332 1.586  -0.187
N: 2.589 0.400 0.849  -0.160

Cartesian forces (eV/Å) of the 3 atoms listed first:
H -3.04 -2.38 2.07
C 1.82 0.24 0.82
F -0.71 -0.21 -0.07



Here is a molecular structure, CH2F3NP2 in a non-equilibrium geometry from the Open Molecules 2025 dataset. Energies are from the ωB97M-V functional and the def2-TZVPD basis.

Output
- E: -1076.40022 Eh
- HOMO-LUMO gap: 8.373 eV
- Relative energy (zero: lowest compared OMol25 entry of this formula, charge and spin): 0.934 eV
- HOMO energy: -0.358 Ha

Each line ends with the natural charge from an NBO analysis.
Geometry (Å):
C: 1.742 -0.219 -0.111  -1.017
P: 0.426 0.719 0.278  1.915
H: 2.111 -1.131 0.393  0.273
F: -1.366 -1.747 -0.191  -0.595
F: -3.216 -0.236 -0.581  -0.579
H: 2.739 0.236 -0.284  0.273
N: -1.116 0.689 0.013  -1.324
F: 0.786 2.221 -0.111  -0.540
P: -2.107 -0.532 0.594  1.593

Cartesian forces (eV/Å) of the 3 atoms listed first:
C 1.65 -0.35 1.13
P -0.02 1.55 -2.19
H -1.56 -0.10 -0.34



Here is a molecular structure, CH2F3O4STb in a non-equilibrium geometry from the Open Molecules 2025 dataset. Energies are from the ωB97M-V functional and the def2-TZVPD basis.

Output
- E: -1862.17839 Eh
- ⟨S²⟩: 15.770
- HOMO-LUMO gap (alpha / beta): 9.329 / 7.995 eV
- Multiplicity: 8
- Charge: +1
- HOMO energy (alpha / beta): -0.507 / -0.509 Ha

Each line ends with the Mulliken charge.
Geometry (Å):
O: -0.499 1.244 1.558  -0.836
S: -0.179 0.310 0.032  1.770
F: 1.447 -0.695 -1.852  -0.197
H: 1.956 -0.385 0.311  0.369
F: -0.649 -0.886 -2.292  -0.200
O: 1.290 -0.018 0.911  -0.532
O: -0.054 1.502 -0.823  -0.632
H: 0.307 1.828 1.802  0.354
Tb: -2.645 0.645 2.179  1.331
F: 0.263 -2.192 -0.838  -0.208
C: 0.248 -0.951 -1.317  0.516
O: -1.486 -0.401 0.330  -0.736

Cartesian forces (eV/Å) of the 3 atoms listed first:
O 0.89 1.67 1.58
S 2.67 0.76 -1.86
F 0.05 0.13 0.37



Here is 2 unconnected molecules or ions with the total composition CH2FI in a non-equilibrium geometry from the Open Molecules 2025 dataset. Energies are from the ωB97M-V functional and the def2-TZVPD basis.

Output
- E: -436.75855 Eh
- HOMO-LUMO gap (alpha / beta): 9.198 / 6.209 eV
- Relative energy (zero: lowest compared OMol25 entry of this formula, charge and spin): 1.724 eV
- HOMO energy (alpha / beta): -0.356 / -0.332 Ha

Each line ends with the natural charge from an NBO analysis.
Geometry (Å):
I: -3.360 -0.009 -0.037  -0.195
F: -0.112 -1.650 0.002  -0.297
H: -0.216 0.035 0.943  0.165
H: 0.061 0.083 -0.959  0.169
C: -0.030 -0.358 0.004  0.158

Cartesian forces (eV/Å) of the 3 atoms listed first:
I 0.73 0.01 -0.01
F 0.37 -1.39 -0.20
H 0.01 1.27 1.49



Here is 2 unconnected molecules or ions with the total composition CH2FIO2S in a non-equilibrium geometry from the Open Molecules 2025 dataset. Energies are from the ωB97M-V functional and the def2-TZVPD basis.

Output
- E: -985.39437 Eh
- HOMO-LUMO gap (alpha / beta): 9.251 / 4.102 eV
- Relative energy (zero: lowest compared OMol25 entry of this formula, charge and spin): 1.961 eV
- HOMO energy (alpha / beta): -0.397 / -0.301 Ha

Each line ends with the natural charge from an NBO analysis.
Geometry (Å):
C: -2.035 -1.000 0.157  0.053
O: 2.697 2.110 -1.044  -0.790
I: 2.960 -0.994 0.425  -0.009
H: -2.175 -2.053 0.092  0.131
F: -3.068 -0.238 -0.203  -0.332
S: 2.071 1.488 0.150  1.610
H: -1.087 -0.503 0.346  0.149
O: 0.637 1.190 0.077  -0.812

Cartesian forces (eV/Å) of the 3 atoms listed first:
C 0.62 0.43 0.23
O -1.09 -1.20 2.70
I 0.28 -0.27 0.10



Here is 2 unconnected molecules or ions with the total composition CH2FNO2 in a non-equilibrium geometry from the Open Molecules 2025 dataset. Energies are from the ωB97M-V functional and the def2-TZVPD basis.

Output
- E: -344.17465 Eh
- HOMO-LUMO gap (alpha / beta): 6.916 / 10.367 eV
- Relative energy (zero: lowest compared OMol25 entry of this formula, charge and spin): 4.729 eV
- HOMO energy (alpha / beta): -0.317 / -0.360 Ha

Each line ends with the natural charge from an NBO analysis.
Geometry (Å):
F: -1.329 -1.542 0.878  -0.349
O: 0.492 0.310 -0.852  -0.424
H: 1.400 0.732 -1.171  0.497
C: -0.051 -1.378 1.371  0.750
O: 0.735 -0.826 0.726  -0.451
N: -0.118 1.408 -0.586  -0.312
H: -1.129 1.296 -0.366  0.291

Cartesian forces (eV/Å) of the 3 atoms listed first:
F 0.43 -0.15 0.64
O 2.74 1.26 -4.46
H -2.27 -1.94 0.93



Here is a molecular structure, CH2FNO2S in a non-equilibrium geometry from the Open Molecules 2025 dataset. Energies are from the ωB97M-V functional and the def2-TZVPD basis.

Output
- E: -742.49201 Eh
- HOMO-LUMO gap: 10.862 eV
- Relative energy (zero: lowest compared OMol25 entry of this formula, charge and spin): 1.771 eV
- HOMO energy: -0.406 Ha

Each line ends with the natural charge from an NBO analysis.
Geometry (Å):
O: -2.036 -1.317 0.347  -0.929
H: -0.855 -0.912 0.552  0.511
N: 0.234 -0.153 0.987  -0.422
F: -0.795 -0.364 -1.470  -0.623
C: -0.248 0.863 1.042  0.289
O: -2.329 0.984 -0.491  -0.915
H: -0.618 1.979 1.226  0.305
S: -2.531 -0.422 -0.790  1.785

Cartesian forces (eV/Å) of the 3 atoms listed first:
O 1.57 0.60 0.22
H -2.24 -1.07 -0.18
N 0.73 -2.89 -0.12



Here is 2 unconnected molecules or ions with the total composition CH2FNOS in a non-equilibrium geometry from the Open Molecules 2025 dataset. Energies are from the ωB97M-V functional and the def2-TZVPD basis.

Output
- E: -667.22055 Eh
- HOMO-LUMO gap (alpha / beta): 6.928 / 6.738 eV
- Relative energy (zero: lowest compared OMol25 entry of this formula, charge and spin): 3.530 eV
- HOMO energy (alpha / beta): -0.388 / -0.381 Ha

Each line ends with the natural charge from an NBO analysis.
Geometry (Å):
H: -0.674 -2.414 -0.089  0.142
S: -0.321 -1.828 1.175  0.135
H: 0.909 -0.017 -1.448  0.418
C: -0.030 1.009 0.161  0.880
F: -0.020 2.107 -0.656  -0.348
N: 0.742 0.080 -0.345  -0.645
O: -0.606 1.064 1.203  -0.582

Cartesian forces (eV/Å) of the 3 atoms listed first:
H 0.47 0.62 1.81
S 0.80 1.14 -3.83
H -0.94 0.26 3.35